Density functional theory data (ωB97M-V/def2-TZVPD) for a cluster of 2 separate species, C20H18Cl2NO in total at a distorted geometry.

Output
**Orbital gap**: 7.0 eV
**Multiplicity**: 1
**Charge**: +1
**E**: -1823.00135 Ha

```
42
Properties=species:S:1:pos:R:3:nbo_charge:R:1
C -0.04048 -4.02112 -4.97135 -0.264
O 0.27909 -4.31265 -3.58190 -0.484
C 0.61298 -3.29368 -2.73745 0.339
C 0.66530 -3.61952 -1.36679 -0.235
C 0.91337 -2.63684 -0.41508 -0.232
C 1.11050 -1.30661 -0.81314 0.141
N 1.24956 -0.27507 0.18040 -0.677
C 1.17035 -0.99452 -2.17891 -0.212
C 0.93208 -1.97729 -3.14224 -0.284
H -0.52858 -4.93294 -5.33011 0.219
H -0.73702 -3.16837 -5.06747 0.189
H 0.87942 -3.84152 -5.55522 0.191
H 0.45048 -4.64789 -1.09539 0.246
H 0.90749 -2.91055 0.64307 0.223
H 1.49855 0.60438 -0.26253 0.410
H 2.00240 -0.54692 0.83591 0.401
H 1.35819 0.03921 -2.50424 0.223
H 0.98298 -1.74324 -4.21016 0.241
Cl 2.65725 5.83400 3.64496 0.070
C 1.96799 4.41734 2.96375 -0.017
C 2.79159 3.40587 2.44575 -0.206
C 2.21278 2.25377 1.89920 -0.201
C 0.81025 2.06223 1.91427 -0.087
C 0.22178 0.74474 1.55638 0.115
C -1.14863 0.66326 1.03886 -0.175
C -1.67717 -0.63568 0.88506 -0.128
C -3.05285 -0.85476 0.83330 -0.237
C -3.92201 0.24786 0.86504 0.016
Cl -5.62021 -0.01268 0.93003 0.070
C -3.41746 1.55758 0.87224 -0.242
C -2.03344 1.75775 0.81535 -0.145
C 0.01812 3.09463 2.47619 -0.186
C 0.57590 4.26862 2.97988 -0.208
H 3.87165 3.53748 2.49296 0.247
H 2.88604 1.49786 1.49147 0.211
H 0.51211 -0.07731 2.25359 0.228
H -1.01050 -1.49850 0.84836 0.223
H -3.46584 -1.86074 0.79868 0.247
H -4.10254 2.40263 0.92558 0.249
H -1.66420 2.77195 0.64667 0.239
H -1.05665 2.96951 2.58271 0.237
H -0.06062 5.03774 3.41232 0.249
```

Density functional theory data (ωB97M-V/def2-TZVPD) for a structure of composition C20H18Cl5CoN3O8P.

Output
**Orbital gap (spin up / spin down)**: 7.6 / 8.1 eV
**Energy above the lowest of the compared OMol25 structures with the same formula, charge and spin**: 0.00 kJ/mol
**Multiplicity**: 2
**Charge**: -1
**Expectation value of S²**: 0.762
**E**: -5564.44466 Ha

```
56
Properties=species:S:1:pos:R:3:mulliken_spin:R:1
Co -0.32453 -0.04788 -0.44461 1.142
O -6.21970 0.16777 1.00004 0.000
C -4.90255 0.13040 0.65151 -0.002
C -4.43501 0.72901 -0.51215 0.004
C -3.08240 0.66874 -0.78006 0.012
N -2.24104 0.06057 0.05042 -0.014
C -2.69101 -0.59173 1.12073 0.006
C -4.02626 -0.56621 1.47259 0.005
C -1.66272 -1.48180 1.83641 -0.004
O -2.07869 -2.17315 2.76656 0.001
O -0.50539 -1.44977 1.32436 0.014
C -2.47708 1.20733 -2.08158 -0.014
O -3.26845 1.60353 -2.94219 0.001
O -1.21672 1.13160 -2.14831 0.001
H -6.69328 0.69558 0.34879 0.000
H -5.08369 1.22812 -1.22162 0.000
H -4.35868 -1.10620 2.34697 0.000
Cl 2.18037 -0.25655 1.79686 -0.002
C 1.06391 1.06778 1.98320 -0.015
C 0.14766 1.36820 0.96202 -0.048
C -0.54275 2.56480 1.19502 0.001
Cl -1.56602 3.24292 -0.04204 -0.001
C -0.45709 3.31204 2.37335 0.000
Cl -1.41425 4.73383 2.61398 0.000
C 0.40577 2.91013 3.38195 -0.001
Cl 0.51102 3.79544 4.86073 0.000
C 1.19872 1.79025 3.16854 -0.002
Cl 2.33075 1.32328 4.38966 0.000
C 2.60169 2.18459 -1.09611 -0.001
O 2.89916 0.79298 -1.24111 -0.002
P 1.70804 -0.27620 -1.45320 -0.029
O 2.50697 -1.64290 -1.27951 -0.004
C 2.15329 -2.62418 -0.29879 -0.002
O 1.62399 -0.34914 -3.07023 -0.001
C 1.41696 0.86458 -3.79852 0.001
H 2.97634 2.72058 -1.96930 0.000
H 3.10676 2.54290 -0.19994 0.000
H 1.52967 2.35774 -0.99666 -0.002
H 2.98897 -2.73805 0.39102 0.000
H 1.98169 -3.56403 -0.82305 0.000
H 1.26579 -2.33719 0.26473 -0.004
H 0.94728 0.59680 -4.74436 0.000
H 2.38125 1.33560 -4.00146 0.000
H 0.75114 1.54843 -3.27252 -0.001
C -2.27148 -3.04962 -4.57855 0.000
N -1.71545 -2.77669 -3.26973 0.000
C -1.67845 -3.63256 -2.19166 -0.001
C -1.15117 -2.92014 -1.15994 -0.005
N -0.87394 -1.64412 -1.59300 -0.021
C -1.22514 -1.59288 -2.85873 -0.010
H -2.26194 -4.12347 -4.75105 0.000
H -1.66554 -2.56707 -5.34259 0.000
H -3.29532 -2.68328 -4.65034 0.000
H -2.02828 -4.64765 -2.25695 0.000
H -0.97090 -3.21518 -0.14086 0.001
H -1.14933 -0.72264 -3.48862 -0.001
```

Density functional theory data (ωB97M-V/def2-TZVPD) for an isolated molecule of C20H18ClFN2O4S at a distorted geometry.

Output
**Orbital gap**: 8.8 eV
**SMILES string**: Cc1oc(-c2ccccc2F)nc1CS(=O)(=O)CC(=O)NCc1ccccc1Cl
**Multiplicity**: 1
**Charge**: 0
**E**: -2141.68611 Ha

```
47
Properties=species:S:1:pos:R:3:nbo_charge:R:1
C 1.84120 3.33096 0.17714 -0.672
C 1.30629 2.12026 -0.49025 0.299
O -0.02685 1.93677 -0.58893 -0.387
C -0.19112 0.74947 -1.20346 0.480
C -1.50098 0.19898 -1.46519 -0.143
C -1.60921 -1.10339 -1.95955 -0.168
C -2.84958 -1.65816 -2.20342 -0.231
C -4.00429 -0.92882 -1.96271 -0.164
C -3.91931 0.36418 -1.47632 -0.293
C -2.67587 0.91399 -1.23307 0.420
F -2.61787 2.17793 -0.76654 -0.320
N 0.94147 0.18142 -1.50985 -0.464
C 1.91165 1.03661 -1.07454 0.019
C 3.33877 0.71672 -1.21804 -0.649
S 3.82097 -0.48017 0.08406 2.157
O 3.18477 -0.09479 1.32443 -0.975
O 5.25543 -0.55968 0.09948 -0.937
C 3.19913 -2.11920 -0.42145 -0.746
C 1.69845 -2.32487 -0.28056 0.690
O 1.03488 -2.81358 -1.16879 -0.619
N 1.22918 -2.00782 0.93842 -0.621
C -0.17349 -2.08434 1.26188 -0.259
C -0.80433 -0.76874 1.64280 -0.075
C -0.06333 0.34583 2.01586 -0.170
C -0.68881 1.52746 2.37802 -0.210
C -2.06847 1.61897 2.37580 -0.202
C -2.82727 0.51905 2.01782 -0.230
C -2.19336 -0.65794 1.66120 -0.023
Cl -3.16831 -2.02139 1.22665 0.005
H 2.49472 3.88511 -0.49505 0.232
H 1.01348 3.96785 0.47604 0.243
H 2.41607 3.04597 1.05741 0.239
H -0.70108 -1.66183 -2.12514 0.266
H -2.91772 -2.66804 -2.57666 0.222
H -4.97336 -1.36598 -2.14841 0.217
H -4.80196 0.95262 -1.28061 0.231
H 3.97834 1.58194 -1.06951 0.264
H 3.55753 0.22670 -2.16167 0.258
H 3.50239 -2.26654 -1.45389 0.267
H 3.74000 -2.81496 0.21848 0.273
H 1.84158 -1.51021 1.57110 0.425
H -0.67684 -2.49368 0.38024 0.257
H -0.31581 -2.79057 2.09189 0.214
H 1.01554 0.30632 2.01422 0.225
H -0.09078 2.37954 2.66233 0.211
H -2.55709 2.54148 2.64725 0.219
H -3.90477 0.56856 2.01109 0.228
```

Density functional theory data (ωB97M-V/def2-TZVPD) for a structure of composition C20H18F3O3Re at a distorted geometry.

Output
**Orbital gap (spin up / spin down)**: 8.3 / 3.8 eV
**Energy above the lowest of the compared OMol25 structures with the same formula, charge and spin**: 135.86 kJ/mol
**Multiplicity**: 4
**Charge**: +1
**Expectation value of S²**: 3.769
**E**: -1376.04417 Ha

```
45
Properties=species:S:1:pos:R:3:mulliken_spin:R:1
C -2.13698 0.61961 -0.12747 0.030
C -1.41523 1.53107 0.81718 0.109
C -0.45602 2.25413 0.05575 0.007
H -1.67015 1.79360 1.83110 0.010
C -0.52955 1.82689 -1.29497 0.144
C -1.54090 0.81525 -1.42005 -0.093
H -1.96423 0.36148 -2.30148 -0.007
H -3.07906 0.09647 0.01086 0.002
H 0.14138 3.02974 0.50030 0.014
H 0.04126 2.22869 -2.11601 0.028
C 1.02644 -1.43834 1.41869 0.036
C -0.38052 -1.62492 1.56352 0.001
C -0.94298 -2.04593 0.27966 -0.004
H -0.84974 -1.67709 2.52874 0.013
C 0.17302 -2.13150 -0.63083 -0.117
C 1.36735 -1.76147 0.08196 0.182
H 2.37083 -1.80387 -0.30857 0.033
H 1.66776 -1.20647 2.25204 0.021
H -1.96788 -2.35697 0.09146 0.000
H 0.12616 -2.52533 -1.63368 0.000
Re -0.22085 -0.17962 0.11206 1.953
O 3.33423 1.56458 -1.39527 0.005
C 3.74187 2.80443 -0.79931 0.002
C 3.98326 2.56500 -2.25961 0.001
H 2.92432 3.44877 -0.53186 -0.001
H 4.59895 2.77864 -0.14976 0.000
H 3.30024 3.08239 -2.93574 0.000
H 5.23895 3.85163 -4.26865 0.000
C 5.86396 3.06648 -3.83536 0.000
C 5.32598 2.28400 -2.78102 0.001
C 6.15461 1.29646 -2.21122 0.000
H 5.76276 0.67949 -1.40404 0.000
C 7.44350 1.07230 -2.70026 0.000
H 8.05013 0.27822 -2.25878 0.000
C 7.95324 1.84832 -3.74965 0.000
H 8.96280 1.67044 -4.12209 0.000
C 7.15694 2.85557 -4.31801 0.000
H 7.55105 3.46952 -5.13789 0.000
F -4.89774 -0.62950 4.18678 0.021
C -3.74361 -1.02666 3.59358 0.106
F -2.73777 -1.16467 4.53143 0.002
F -3.91360 -2.23973 2.95141 0.003
C -3.30448 0.06351 2.55234 -0.055
O -3.96503 1.07231 2.31307 0.015
O -2.20553 -0.36855 2.10681 0.537
```